ORCA calculation (wB97M-V/def2-TZVPD) on a 2-piece molecular cluster, CH7OPSi overall.

Summary:
- DFT total energy: -20361.81584 eV
- Net charge: 0
- Multiplicity: 1
- Energy relative to the best compared isomer or geometry (same formula, charge and spin): 2.072 eV
- M: 94.13 g mol⁻¹
- Frontier orbital gap (alpha / beta): 0.287 / 0.287 Eh

Element x y z (Å)
1 P -2.337 -0.908 -0.025
2 Si -0.961 0.880 0.369
3 O -1.290 2.105 -0.594
4 C 1.853 -0.040 -0.101
5 H 2.011 -0.299 0.961
6 H 2.399 0.822 -0.427
7 H 1.894 -0.917 -0.739
8 H -1.688 -2.098 0.566
9 H -1.023 1.493 1.639
10 H -3.398 -1.100 0.893
11 H -1.728 1.946 -1.419